# 1
Here is H10O5 as an isolated structure from the OMol25 dataset. Energies are from ωB97M-V with the def2-TZVPD basis set.

2S+1: 1
Charge: 0
E_LUMO, eV: 0.07
ΔE to the lowest compared entry with this formula, charge and spin, kJ/mol: 609.6
Kohn-Sham gap, eV: 8.6
E, eV: -10394.531

Last column: Mulliken charge in e.
Cartesian coordinates (Å):
O: -0.433 -1.900 1.357  -0.777
H: 0.318 -1.888 1.950  0.242
H: -0.076 -1.631 0.511  0.469
O: 0.728 -1.007 -0.154  -1.009
H: 1.374 -0.365 0.142  0.425
H: 0.124 -0.506 -0.702  0.515
O: -0.860 0.024 -1.323  -0.690
H: -1.650 -0.416 -1.008  0.355
H: -0.843 -0.157 -2.263  0.299
O: 1.382 0.609 0.757  -0.503
H: 2.319 0.799 0.816  0.330
H: 0.965 1.470 0.725  0.324
O: -0.964 2.015 -0.244  -0.748
H: -1.833 1.726 0.034  0.274
H: -0.551 1.227 -0.598  0.494

Force components x, y, z for each atom (eV/Å):
-3.7904 -2.4924 4.6560
-0.0358 -0.0022 0.0086
0.6836 -0.3019 -0.1265
2.4868 -5.0499 -6.2220
-0.1755 -1.9222 -1.0848
1.2253 -0.6294 0.0919
-3.1676 -0.7585 -3.7556
-0.4411 -0.2645 0.4145
0.1565 0.0211 -0.5333
3.1766 7.1848 4.5525
0.6480 0.5299 0.4516
-0.6857 0.5975 0.0105
0.3214 2.3027 1.3339
-0.0970 0.0993 0.1923
-0.3052 0.6858 0.0105

# 2
Here is FH2N2O as an isolated structure from the OMol25 dataset. Energies are from ωB97M-V with the def2-TZVPD basis set.

2S+1: 1
Charge: -1
E_LUMO (alpha / beta), eV: 5.14 / 4.99
ΔE to the lowest compared entry with this formula, charge and spin, kJ/mol: 116.0
Kohn-Sham gap (alpha / beta), eV: 8.8 / 6.9
E, eV: -7774.206

Last column: Mulliken charge in e.
Cartesian coordinates (Å):
N: 0.964 0.909 0.424  -0.671
N: -0.963 0.052 -0.715  0.223
O: -1.863 -0.010 0.016  -0.344
F: -0.403 -1.469 -0.919  -0.491
H: 0.971 0.382 1.288  0.120
H: 1.294 0.135 -0.095  0.162

Force components x, y, z for each atom (eV/Å):
-0.4828 0.5535 0.1425
0.1334 1.0811 0.6558
-0.1335 -0.0213 -0.0766
0.3592 -0.8939 -0.1242
-0.5687 0.1358 1.1022
0.6924 -0.8552 -1.6997

# 3
Here is C4H6N4 as an isolated structure from the OMol25 dataset. Energies are from ωB97M-V with the def2-TZVPD basis set.

2S+1: 1
Charge: 0
E_LUMO, eV: 0.52
ΔE to the lowest compared entry with this formula, charge and spin, kJ/mol: 372.9
Kohn-Sham gap, eV: 9.5
E, eV: -10202.074

Last column: Mulliken charge in e.
Cartesian coordinates (Å):
C: 0.376 0.831 1.136  -1.008
C: -0.154 0.604 -0.246  1.460
N: 1.242 -0.050 1.575  -0.117
N: -0.508 1.795 -0.932  -0.563
C: 0.449 -1.521 -1.061  -0.381
N: 0.583 -0.267 -1.082  -0.440
C: -1.386 -0.003 0.527  -0.063
N: -2.393 -0.507 0.779  -0.477
H: 1.533 -0.007 2.539  0.256
H: 1.557 -0.869 1.041  0.212
H: -1.192 1.637 -1.665  0.261
H: -0.801 2.526 -0.294  0.288
H: 1.074 -2.106 -1.726  0.286
H: -0.379 -2.061 -0.590  0.287

Force components x, y, z for each atom (eV/Å):
1.4864 0.8757 0.5034
-0.7954 -0.3205 1.3784
-0.4445 -0.1170 -0.4549
0.0182 0.2386 -0.1081
-0.7096 -0.1601 -0.7207
0.3958 -0.2409 0.0584
-0.7181 -0.6475 -1.6761
0.2985 0.1179 0.3116
-0.0244 -0.0039 -0.0288
0.0552 0.3046 0.1026
0.0795 0.0267 0.2047
0.0011 -0.1786 -0.0428
0.2998 -0.0581 0.1204
0.0575 0.1631 0.3520

# 4
Here is C16H25CdN5O3 as an isolated structure from the OMol25 dataset. Energies are from ωB97M-V with the def2-TZVPD basis set.

2S+1: 1
Charge: +2
E_LUMO, eV: -5.41
ΔE to the lowest compared entry with this formula, charge and spin, kJ/mol: 7.0
Kohn-Sham gap, eV: 9.4
E, eV: -35144.035

Last column: Mulliken charge in e.
Cartesian coordinates (Å):
Cd: 0.307 -1.120 -1.326  1.387
N: -0.141 -0.548 0.845  -0.741
C: -0.448 0.921 0.786  0.411
C: -0.312 1.623 2.140  -1.095
C: 1.074 1.731 2.784  -0.169
C: 2.073 2.660 2.088  -1.388
N: 1.547 3.998 1.818  -0.009
C: 1.578 5.039 2.629  0.848
N: 0.995 6.180 2.252  -0.386
N: 2.180 4.979 3.819  -0.338
C: 0.296 1.651 -0.361  0.411
O: 0.254 2.875 -0.343  -0.727
O: 0.879 0.935 -1.250  -0.794
H: -0.903 -1.030 1.310  0.325
H: 0.676 -0.709 1.426  0.248
H: -1.501 0.989 0.511  0.362
H: -0.968 1.109 2.847  0.411
H: -0.729 2.621 2.019  0.429
H: 1.553 0.752 2.892  0.351
H: 0.917 2.080 3.808  0.334
H: 2.371 2.266 1.119  0.328
H: 2.994 2.732 2.668  0.471
H: 0.988 4.044 0.968  0.314
H: 0.571 6.263 1.343  0.202
H: 1.008 6.997 2.837  0.192
H: 2.640 4.143 4.130  0.176
H: 2.269 5.797 4.396  0.199
C: 4.432 -1.642 -3.473  -0.852
C: 3.159 -1.794 -2.765  0.377
N: 2.163 -1.911 -2.215  -0.185
H: 4.334 -0.862 -4.226  0.303
H: 4.696 -2.580 -3.957  0.323
H: 5.213 -1.368 -2.766  0.307
C: -4.017 -1.258 -2.593  -1.447
C: -2.676 -1.751 -2.167  0.874
O: -1.719 -0.966 -2.172  -0.845
C: -2.481 -3.151 -1.746  0.674
C: -3.521 -3.862 -1.153  -0.355
C: -3.305 -5.155 -0.699  -0.694
C: -2.062 -5.750 -0.861  -0.430
C: -1.027 -5.058 -1.483  -0.778
C: -1.237 -3.763 -1.921  -0.419
H: -3.929 -0.270 -3.034  0.362
H: -4.671 -1.200 -1.718  0.372
H: -4.479 -1.955 -3.293  0.403
H: -4.495 -3.408 -1.027  0.342
H: -4.111 -5.702 -0.228  0.418
H: -1.902 -6.765 -0.522  0.412
H: -0.073 -5.540 -1.649  0.418
H: -0.457 -3.266 -2.486  0.664

Force components x, y, z for each atom (eV/Å):
-0.0210 0.0141 0.0631
0.0145 0.2465 0.0194
0.0693 -0.2093 0.1034
-0.0497 -0.0205 0.0338
0.0084 0.0247 0.0017
-0.0226 0.0634 -0.0646
-0.0483 -0.2032 0.0174
0.0230 0.0533 0.0024
0.0050 -0.0472 0.0139
-0.0132 0.0237 0.0158
0.1691 -0.1580 -0.1195
0.0920 0.0566 0.0725
-0.1033 0.3309 0.2262
-0.0440 -0.0326 -0.0096
0.0669 0.0274 -0.0003
-0.0816 -0.0181 -0.0744
-0.0022 0.0124 0.0046
-0.0237 0.0243 0.0031
0.0014 0.0004 -0.0372
0.0094 0.0039 -0.0001
0.0000 -0.0143 -0.0200
0.0018 0.0230 0.0225
-0.0236 -0.0595 -0.0974
0.0108 0.0081 -0.0137
0.0005 0.0078 0.0108
0.0004 -0.0076 -0.0033
0.0062 0.0090 0.0014
-0.3103 -0.0905 0.1579
0.5774 0.0421 -0.3389
-0.1857 -0.0025 0.0425
-0.0539 0.0181 0.0103
-0.0353 -0.0377 0.0082
-0.0137 0.0066 0.0539
-0.0200 -0.0659 0.0379
0.1027 -0.0231 -0.1097
-0.0656 0.0176 -0.0805
-0.0914 0.0669 0.0619
-0.0749 -0.0476 0.0197
-0.0229 -0.0088 0.0017
0.0095 -0.0348 0.0121
-0.0134 -0.0011 -0.0024
0.0202 -0.0516 0.0647
0.0179 0.0076 0.0058
0.0065 0.0001 -0.0266
0.0107 0.0123 0.0208
0.0375 -0.0166 -0.0058
0.0302 0.0159 -0.0103
0.0005 0.0215 -0.0042
-0.0111 -0.0019 -0.0009
0.0399 0.0142 -0.0901

# 5
Here is C23H10Co2F6O6S as an isolated structure from the OMol25 dataset. Energies are from ωB97M-V with the def2-TZVPD basis set.

2S+1: 1
Charge: 0
E_LUMO, eV: -2.76
ΔE to the lowest compared entry with this formula, charge and spin, kJ/mol: 80.1
Kohn-Sham gap, eV: 5.6
E, eV: -138686.795

Last column: Mulliken charge in e.
Cartesian coordinates (Å):
O: 5.549 1.530 -2.626  -0.331
C: 4.595 1.125 -2.115  0.313
Co: 2.983 0.662 -1.378  0.026
C: 2.360 2.279 -1.000  0.068
O: 1.880 3.290 -0.703  -0.329
C: 2.134 0.196 -2.893  0.111
O: 1.597 0.021 -3.901  -0.327
C: 3.268 -0.721 -0.261  0.086
C: 1.990 -0.291 -0.219  -0.904
C: 0.704 -0.547 0.167  0.342
C: -0.279 -0.820 -0.839  0.453
C: -1.603 -0.380 -0.645  -0.028
C: -2.618 -0.827 -1.474  -0.693
C: -2.317 -1.721 -2.519  -0.492
C: -1.006 -2.164 -2.707  -0.703
C: 0.020 -1.706 -1.885  -0.355
Co: 4.179 -1.854 -1.739  0.197
C: 5.866 -1.517 -2.118  0.218
O: 6.997 -1.372 -2.337  -0.339
C: 3.449 -2.616 -3.150  0.266
O: 3.024 -3.216 -4.042  -0.337
C: 4.294 -3.262 -0.736  0.068
O: 4.339 -4.193 -0.050  -0.332
H: 3.950 -0.755 0.590  0.763
H: 0.310 -0.788 1.187  0.705
H: -1.812 0.296 0.190  0.176
H: -3.639 -0.488 -1.299  0.436
H: -3.116 -2.087 -3.169  0.368
H: -0.766 -2.882 -3.483  0.454
H: 1.028 -2.109 -1.951  0.258
F: -2.277 4.274 0.479  -0.253
C: -3.147 3.786 1.417  0.814
F: -3.398 4.800 2.307  -0.262
F: -4.328 3.508 0.782  -0.263
C: -2.584 2.562 2.091  0.265
C: -3.450 1.638 2.670  -0.845
C: -2.919 0.489 3.247  0.311
C: -3.886 -0.510 3.837  0.865
F: -3.354 -1.767 3.870  -0.265
F: -4.250 -0.186 5.122  -0.252
F: -5.045 -0.572 3.104  -0.266
C: -1.552 0.259 3.259  -0.421
C: -0.697 1.112 2.507  -0.217
S: 0.936 0.841 2.173  -0.271
C: -1.218 2.361 2.093  -0.654
H: -4.519 1.813 2.670  0.494
H: -1.137 -0.595 3.782  0.550
H: -0.538 3.106 1.696  0.535

Force components x, y, z for each atom (eV/Å):
-2.0101 -0.9731 1.0103
1.9997 1.2129 -0.5491
0.0428 1.2396 -3.6601
-1.3644 2.5425 0.8695
1.1888 -2.3120 -0.7402
-1.0986 0.1083 -2.8513
1.0508 0.2795 2.1020
1.5447 -2.2768 2.8447
2.5718 -1.0009 0.0702
-2.4638 -0.2970 2.8429
-1.5968 0.3964 -0.9124
0.0972 -0.1403 0.1446
0.1727 -0.1592 -0.3845
0.0188 0.1325 0.2248
-0.1631 0.1917 0.1443
-0.2344 0.1193 0.4966
-1.6316 1.9868 0.5639
3.7930 0.4973 -0.0233
-2.4974 -0.3559 0.2608
-1.7087 -1.3644 -1.9295
0.8441 0.9793 1.3431
0.0570 -1.8828 1.6383
-0.0461 1.7136 -1.3479
-0.3758 -0.3153 0.1520
1.2775 -1.4121 -1.4842
-0.0230 -0.2454 -0.3393
0.2433 -0.1139 -0.1396
0.2931 0.1244 0.2317
-0.0961 0.0598 -0.0014
-0.1330 0.0772 -0.2097
-0.9204 -0.3015 0.8194
-0.2450 0.8164 -0.2540
0.1856 -0.8491 -0.8669
1.0292 0.3265 0.5408
-0.3178 0.2163 0.1465
0.2096 -0.0432 -0.2275
-0.3486 0.2085 0.1915
-0.5035 -0.4817 0.5024
-0.5310 1.0381 0.0437
0.3207 -0.3664 -1.1753
1.0863 0.0011 0.7271
0.5575 0.0368 -0.9736
-1.7065 1.2295 1.3285
1.6805 0.4707 -0.2240
-0.1494 -0.7669 -0.4233
0.0596 -0.0793 -0.0956
-0.0396 -0.1018 -0.2793
-0.1193 -0.1662 -0.1474

# 6
Here is the molecule C7H7N from the OMol25 dataset. Energies are from ωB97M-V with the def2-TZVPD basis set.

2S+1: 1
Charge: 0
E_LUMO (alpha / beta), eV: -1.40 / -1.39
ΔE to the lowest compared entry with this formula, charge and spin, kJ/mol: 699.9
Kohn-Sham gap (alpha / beta), eV: 7.8 / 7.8
E, eV: -8854.370

Last column: Mulliken charge in e.
Cartesian coordinates (Å):
C: -2.119 -2.089 0.060  0.071
C: -0.001 -0.370 1.738  -0.217
C: 0.321 -0.302 0.471  -0.186
C: -1.535 -1.954 -1.006  -0.637
C: -1.166 -1.154 1.994  0.263
C: 0.416 1.390 -1.326  -1.050
C: 1.246 0.664 -0.293  -0.426
N: -1.941 -1.735 1.312  -0.115
H: 0.538 0.118 2.506  0.405
H: -0.150 -0.852 -0.316  0.266
H: -0.728 1.188 -1.335  0.331
H: 0.814 1.240 -2.305  0.275
H: 0.569 2.402 -1.108  0.366
H: 1.774 1.404 0.317  0.331
H: 1.961 0.052 -0.708  0.323

Force components x, y, z for each atom (eV/Å):
-1.9886 -0.6709 2.6225
0.0552 0.1710 1.4942
1.3357 1.6207 -2.2280
0.6004 -0.2800 -3.1915
-2.0798 -1.6475 -0.9656
-1.8916 -0.6129 -0.2741
-1.5772 0.0819 2.5948
2.6614 1.5572 0.6988
0.1778 0.5427 0.7244
-0.6951 -0.6506 0.0888
2.0757 0.0960 0.1248
-0.0068 -0.2948 -0.7787
-0.2566 1.7546 0.0709
-0.1562 -0.3478 0.3040
1.7458 -1.3197 -1.2853

Look up the ΔE to the lowest compared entry with this formula, charge and spin of the sixth one.
699.9 kJ/mol

The lowest ΔE to the lowest compared entry with this formula, charge and spin belongs to which entry?
C16H25CdN5O3